[1]
C22H27GeN6OSV | ωB97M-V/def2-TZVPD

The geometry in XYZ format:
```
59
Properties=species:S:1:pos:R:3:nbo_charge:R:1
V 0.231 -0.220 0.170 1.28
N -3.244 1.398 -1.840 -0.76
C -2.341 0.579 -1.296 0.29
S -0.672 0.719 -1.781 0.04
N -2.676 -0.268 -0.368 -0.39
N -1.598 -1.064 -0.002 -0.30
C -1.915 -2.304 0.208 0.21
C -1.015 -3.355 0.536 -0.22
C -1.475 -4.649 0.823 -0.12
C -0.573 -5.639 1.145 -0.20
C 0.794 -5.365 1.181 -0.12
C 1.286 -4.104 0.884 -0.27
C 0.368 -3.117 0.560 0.38
O 0.768 -1.881 0.234 -0.58
H -2.982 2.041 -2.566 0.43
H -4.225 1.224 -1.682 0.43
H -2.966 -2.550 0.091 0.25
H -2.537 -4.860 0.803 0.24
H -0.924 -6.636 1.373 0.25
H 1.486 -6.156 1.440 0.25
H 2.345 -3.889 0.899 0.25
N 2.463 2.270 0.389 -0.56
C 1.209 2.701 0.794 0.39
C 1.086 3.997 1.308 -0.25
C -0.152 4.432 1.717 -0.11
C -1.249 3.578 1.599 -0.20
C -1.047 2.326 1.086 0.04
N 0.171 1.879 0.705 -0.51
C 2.801 1.306 -0.533 0.43
C 4.044 1.442 -1.171 -0.26
C 4.413 0.539 -2.132 -0.07
C 3.542 -0.509 -2.453 -0.25
C 2.370 -0.614 -1.767 0.08
N 1.989 0.275 -0.804 -0.53
H 3.193 2.948 0.544 0.43
H 1.954 4.640 1.365 0.24
H -0.272 5.429 2.118 0.25
H -2.238 3.883 1.908 0.25
H -1.863 1.623 0.983 0.24
H 4.682 2.277 -0.915 0.24
H 5.359 0.645 -2.645 0.26
H 3.788 -1.234 -3.214 0.26
H 1.671 -1.412 -1.960 0.23
C -2.531 -2.026 3.223 -1.09
Ge -1.312 -0.545 3.575 1.62
C -0.204 -0.932 5.139 -1.07
C -2.337 1.094 3.834 -1.09
C 0.163 -0.285 2.194 -1.00
H -3.142 -2.125 4.123 0.26
H -2.016 -2.972 3.070 0.24
H -3.214 -1.832 2.397 0.23
H -0.837 -1.032 6.021 0.26
H 0.512 -0.133 5.329 0.24
H 0.343 -1.865 5.008 0.24
H -2.926 0.957 4.743 0.26
H -3.035 1.293 3.022 0.23
H -1.698 1.962 3.985 0.24
H 0.835 -1.127 2.369 0.24
H 0.637 0.638 2.523 0.24
```

Output
HOMO-LUMO gap: 6.7 eV
spin multiplicity: 1
LUMO: -7.774 eV
charge: +2
energy relative to the best compared isomer or geometry (same formula, charge and spin): 0.438 eV

[2]
C5H11N2 | ωB97M-V/def2-TZVPD

The geometry in XYZ format:
```
18
Properties=species:S:1:pos:R:3:nbo_charge:R:1
C 1.085 0.874 -2.508 -0.27
C 1.410 0.734 -1.222 -0.26
C 0.494 0.460 -0.105 -0.08
C -0.956 0.082 -0.394 0.18
N -1.969 0.666 0.327 -0.76
N 0.107 -0.887 0.443 -0.44
C 0.247 -1.200 1.888 -0.43
H 1.709 1.276 -3.252 0.23
H 0.055 0.661 -2.847 0.19
H 2.411 0.983 -0.946 0.23
H 0.455 1.102 0.704 0.22
H -1.271 -0.499 -1.305 0.25
H -2.781 0.280 0.278 0.39
H -1.703 1.358 1.005 0.40
H 0.435 -1.714 -0.093 0.43
H 0.427 -0.278 2.386 0.22
H -0.751 -1.464 2.243 0.23
H 1.030 -2.046 2.162 0.26
```

Output
HOMO-LUMO gap: 11.4 eV
spin multiplicity: 1
LUMO: -2.899 eV
charge: +1
energy relative to the best compared isomer or geometry (same formula, charge and spin): 2.515 eV

[3]
C6H12N2 | ωB97M-V/def2-TZVPD

The geometry in XYZ format:
```
20
Properties=species:S:1:pos:R:3:nbo_charge:R:1
C -1.774 -0.928 -0.479 -0.37
C -1.668 0.791 -0.196 -0.40
C -0.241 1.234 0.343 -0.12
C 1.161 1.252 -0.476 -0.24
C 1.121 -1.438 0.015 -0.18
C -0.330 -1.010 0.064 -0.15
H -1.757 -0.979 -1.769 0.21
H -2.535 -1.491 0.023 0.21
H -2.276 1.431 -1.243 0.20
H -2.435 0.857 0.687 0.23
H -0.523 2.330 0.589 0.22
H 1.182 1.426 -1.502 0.19
H 1.856 2.044 0.072 0.20
H 2.606 0.141 -0.727 0.38
H 1.511 -1.841 0.832 0.18
H 1.166 -2.225 -0.791 0.20
H 0.067 -0.415 -0.751 0.22
H 0.869 -0.193 1.570 0.37
N 1.765 -0.040 -0.244 -0.72
N -0.243 -0.030 1.299 -0.62
```

Output
HOMO-LUMO gap: 9.2 eV
spin multiplicity: 1
LUMO: 0.846 eV
charge: 0
energy relative to the best compared isomer or geometry (same formula, charge and spin): 8.651 eV

[4]
C7H14InO4 | ωB97M-V/def2-TZVPD

The geometry in XYZ format:
```
26
Properties=species:S:1:pos:R:3:lowdin_charge:R:1
C -2.682 1.230 1.988 -0.12
C -2.210 2.354 0.891 -0.15
C -1.764 1.757 -0.570 -0.24
O -2.399 2.293 -1.650 -0.06
O -0.725 0.749 -0.829 -0.12
C -1.276 -0.611 -0.935 -0.32
C -0.191 -1.513 -1.834 -0.30
In 1.239 -2.420 -0.277 0.45
C 3.251 -1.331 -0.550 -0.26
C 3.164 0.010 0.424 -0.36
O 2.646 -0.155 1.669 -0.13
O 3.621 1.347 -0.070 -0.08
H -3.849 1.359 2.179 0.08
H -2.119 1.484 2.999 0.08
H -2.467 0.120 1.687 0.07
H -1.320 2.960 1.367 0.12
H -3.100 3.105 0.735 0.12
H -1.338 -1.171 0.107 0.06
H -2.343 -0.677 -1.420 0.12
H -0.755 -2.331 -2.471 0.03
H 0.396 -0.744 -2.492 0.04
H 0.661 -1.945 1.386 -0.08
H 1.402 -4.203 -0.493 -0.15
H 3.391 -0.991 -1.682 0.04
H 4.147 -2.039 -0.240 0.04
H 4.620 1.364 0.080 0.11
```

Output
HOMO-LUMO gap: 7.8 eV
spin multiplicity: 1
LUMO: 3.072 eV
charge: -1